No. 1
19
Properties=species:S:1:pos:R:3 method="wB97M-V/def2-TZVPD" largest_force_ev_per_a=3.25 e_homo_ev=-10.742 smiles=CCC.CC energy_ev=-5410.7098 e_above_lowest_kcal_mol=30.9 total_charge=0
C 1.51637 2.34794 -1.02454
C 1.96867 0.89648 -1.04856
C 0.89505 -0.15717 -0.66778
H 0.59209 2.70378 -0.54540
H 1.32743 2.64720 -2.09898
H 2.38415 3.06148 -0.63281
H 2.24753 0.63459 -2.11679
H 2.77580 0.89262 -0.31402
H 0.96482 -0.12105 0.44724
H -0.04062 0.10855 -1.15764
H 1.24564 -1.12555 -1.08324
C -1.44107 -1.58927 1.03869
C -2.77998 -1.43900 1.61930
H -0.71685 -1.71536 1.88096
H -1.20259 -2.56412 0.52329
H -1.20544 -0.81958 0.31307
H -3.51927 -1.74817 0.88785
H -3.03889 -0.36360 1.74539
H -2.76806 -1.94463 2.64837

=====

No. 2
9
Properties=species:S:1:pos:R:3 method="wB97M-V/def2-TZVPD" largest_force_ev_per_a=2.73 e_homo_ev=-10.402 smiles=C#CCl.C energy_ev=-15711.8023 e_above_lowest_kcal_mol=47.1 total_charge=0
C 1.21708 -2.25602 -0.18567
C 0.08627 -1.98945 0.11452
Cl -1.45798 -1.67630 0.75430
H 2.25710 -2.40388 -0.52803
C -0.42533 1.62783 -0.00645
H -0.13877 0.62943 0.24061
H -1.47782 1.70025 -0.16165
H -0.15842 2.43925 0.73496
H 0.09787 1.92889 -0.96258

=====

No. 3
19
Properties=species:S:1:pos:R:3 method="wB97M-V/def2-TZVPD" multiplicity=3 largest_force_ev_per_a=3.13 e_homo_ev="-10.129 / -15.201" energy_ev=-10382.2200 e_above_lowest_kcal_mol=0.0 total_charge=+1
C -0.06285 0.75646 0.01432
C 1.35931 0.70897 0.00120
C -1.09427 -0.25043 0.03827
C 3.52778 -0.40969 0.00304
C -3.44828 -0.84864 -0.01963
N 2.08925 -0.39172 -0.01043
N -2.35711 0.07840 0.01575
O -0.63987 2.01783 -0.01600
H 1.89512 1.64988 -0.00689
H -0.83859 -1.29795 0.09417
H 3.91337 0.53452 0.38399
H 3.87576 -1.21483 0.64815
H 3.92764 -0.56966 -1.00130
H -3.09458 -1.85680 0.19308
H -4.20020 -0.57594 0.72235
H -3.91746 -0.83424 -1.00492
H 1.61938 -1.28561 -0.07344
H 0.01639 2.71894 0.04925
H -2.57080 1.07052 -0.03095